{"formula": "C42H69NO20", "method": "ωB97M-V/def2-TZVPD", "elements": ["C", "C", "C", "O", "C", "O", "C", "O", "O", "C", "C", "C", "C", "C", "N", "H", "H", "H", "H", "H", "H", "H", "H", "H", "H", "H", "H", "H", "H", "H", "H", "H", "H", "H", "H", "H", "O", "C", "O", "C", "C", "C", "H", "H", "H", "H", "H", "H", "O", "C", "O", "C", "C", "C", "H", "H", "H", "H", "H", "H", "O", "C", "O", "C", "C", "C", "H", "H", "H", "H", "H", "H", "O", "C", "O", "C", "C", "C", "H", "H", "H", "H", "H", "H", "O", "C", "O", "C", "C", "C", "H", "H", "H", "H", "H", "H", "O", "C", "O", "C", "C", "C", "H", "H", "H", "H", "H", "H", "O", "C", "O", "C", "C", "C", "H", "H", "H", "H", "H", "H", "O", "C", "O", "C", "C", "C", "H", "H", "H", "H", "H", "H"], "xyz": [[4.429264, -0.054668, 0.027928], [4.289045, 1.128911, -0.941121], [2.851747, 1.590617, -1.168819], [1.887807, 0.548534, -1.111272], [1.395349, 0.159512, -2.346596], [-0.013825, 0.347791, -2.370358], [-0.399917, 1.566080, -2.831112], [0.042210, 2.101513, -3.839506], [-1.396436, 2.108974, -2.100839], [-1.149193, 2.155580, -0.684562], [-2.331331, 2.723425, 0.056131], [-3.535002, 1.785564, 0.239559], [-3.949699, 0.973605, -0.985593], [-4.924210, -0.152287, -0.572974], [-4.275762, -1.476761, -0.608212], [3.490392, -0.342048, 0.483780], [4.862849, -0.904520, -0.489477], [5.120579, 0.177515, 0.834535], [4.790570, 0.924168, -1.882571], [4.816563, 1.981727, -0.517613], [2.786930, 2.127749, -2.111716], [2.598993, 2.303561, -0.383311], [1.563899, -0.902010, -2.502810], [1.846903, 0.710617, -3.167062], [-0.865293, 1.190410, -0.274710], [-0.296490, 2.820999, -0.529181], [-2.641198, 3.675043, -0.369828], [-1.955547, 2.960754, 1.052386], [-4.383247, 2.412621, 0.504159], [-3.326997, 1.086178, 1.045621], [-4.455966, 1.595710, -1.721453], [-3.101019, 0.498195, -1.460542], [-5.229586, 0.036829, 0.456400], [-5.830145, -0.142796, -1.171005], [-4.910073, -2.129177, -1.041990], [-4.100129, -1.761875, 0.343394], [-5.224307, -0.961060, 2.492295], [-4.603229, -1.543339, 3.333914], [-3.425457, -2.148442, 3.062403], [-2.951779, -2.855365, 4.227395], [-3.643216, -2.189927, 5.409519], [-4.970155, -1.756855, 4.788637], [-3.225658, -3.907329, 4.122954], [-1.868171, -2.777791, 4.265369], [-3.743870, -2.838872, 6.270365], [-3.080704, -1.310652, 5.720851], [-5.726023, -2.541818, 4.840829], [-5.363668, -0.841739, 5.220448], [5.458714, 2.816927, -4.141501], [4.486968, 3.426904, -4.480945], [3.276086, 3.213552, -3.922045], [2.265107, 4.000548, -4.591448], [3.032522, 5.142557, -5.246405], [4.375438, 4.482371, -5.562550], [1.758882, 3.361792, -5.315669], [1.539015, 4.335592, -3.856061], [2.522026, 5.554655, -6.113497], [3.181261, 5.949436, -4.527623], [4.369453, 3.981140, -6.531795], [5.214596, 5.169948, -5.511804], [-3.664625, -1.603699, 8.412759], [-2.597862, -1.638300, 8.952136], [-1.638784, -2.523642, 8.596356], [-0.499555, -2.403441, 9.472813], [-0.594557, -0.999980, 10.054843], [-2.104410, -0.778930, 10.099210], [-0.571934, -3.179366, 10.237606], [0.405623, -2.565556, 8.893739], [-0.099384, -0.901702, 11.017714], [-0.140293, -0.282417, 9.373123], [-2.551887, -1.149370, 11.022709], [-2.385633, 0.259014, 9.947107], [-7.619660, -4.181946, -1.957181], [-6.656217, -4.462326, -2.605685], [-5.870280, -3.537018, -3.201202], [-4.854440, -4.181447, -3.992408], [-4.721815, -5.581982, -3.408365], [-6.145492, -5.854624, -2.923148], [-5.187722, -4.194961, -5.032454], [-3.938915, -3.600167, -3.921756], [-4.345223, -6.308905, -4.124775], [-4.040375, -5.562894, -2.557121], [-6.774580, -6.282487, -3.705742], [-6.181047, -6.483030, -2.038743], [10.891681, 1.732621, -7.594781], [9.946040, 1.556337, -6.886023], [9.106264, 2.561518, -6.533796], [8.122051, 2.082051, -5.594950], [8.068523, 0.575205, -5.811181], [9.502565, 0.262732, -6.228386], [8.449722, 2.349229, -4.591271], [7.175684, 2.569864, -5.789084], [7.734474, 0.023863, -4.934744], [7.386392, 0.349925, -6.632887], [10.140453, 0.064498, -5.368229], [9.569830, -0.561909, -6.931647], [-10.955619, -6.510933, -4.788047], [-10.912069, -5.333072, -4.976417], [-11.845730, -4.677507, -5.710193], [-11.480171, -3.294802, -5.858967], [-10.535748, -3.003515, -4.700007], [-9.852862, -4.355622, -4.503489], [-10.996462, -3.169954, -6.830570], [-12.383865, -2.690824, -5.836627], [-9.851329, -2.181882, -4.899778], [-11.110467, -2.751760, -3.808330], [-8.971935, -4.463951, -5.139281], [-9.588168, -4.538526, -3.466576], [9.747986, -1.007280, -3.201703], [9.812246, -0.306555, -2.235342], [9.999228, -0.808590, -0.993392], [9.930981, 0.240342, -0.012333], [10.241733, 1.520849, -0.776109], [9.676539, 1.202581, -2.158880], [8.926127, 0.244992, 0.415698], [10.648157, 0.027939, 0.776198], [9.817057, 2.408807, -0.312964], [11.321363, 1.659186, -0.843172], [8.617791, 1.456518, -2.238381], [10.231140, 1.677213, -2.963707], [2.287457, 1.769490, 10.137192], [1.508895, 2.548936, 9.680142], [0.169500, 2.332258, 9.699215], [-0.515746, 3.379537, 8.986718], [0.444203, 4.562542, 8.997385], [1.803311, 3.863635, 8.983591], [-0.728461, 3.025822, 7.975554], [-1.455163, 3.589113, 9.491928], [0.284663, 5.248338, 8.168383], [0.328616, 5.123197, 9.925481], [2.144099, 3.646027, 7.970478], [2.572228, 4.412419, 9.518445]], "forces_ev_per_a": [[0.4, 0.1, -0.1], [0.0, 0.0, 0.3], [0.3, 0.5, 0.4], [0.1, 0.0, -0.4], [0.2, -0.6, -0.2], [-0.1, 0.8, 0.0], [-0.1, 0.8, -1.2], [-0.7, -1.0, 1.7], [0.7, -0.3, -0.6], [0.2, 0.3, 0.6], [-0.3, -0.2, 0.2], [0.3, 0.3, -0.8], [-0.6, -0.4, 0.1], [0.5, 0.1, 0.5], [-0.2, 0.4, -0.3], [-0.2, -0.1, -0.1], [-0.2, -0.3, 0.0], [0.1, 0.1, 0.1], [-0.1, -0.1, -0.2], [0.1, 0.2, -0.1], [-0.1, 0.0, 0.0], [-0.2, -0.1, 0.2], [-0.2, -0.2, 0.1], [0.1, 0.2, -0.1], [-0.1, -0.3, -0.2], [0.1, 0.0, -0.1], [0.0, 0.1, -0.3], [0.1, 0.1, 0.1], [-0.1, -0.1, 0.4], [0.0, 0.0, 0.2], [0.2, 0.3, -0.1], [0.1, 0.0, -0.1], [-0.3, 0.1, -0.1], [0.0, -0.1, -0.3], [0.0, -0.3, 0.1], [-0.1, -0.3, 0.1], [0.1, 0.0, 0.0], [-0.3, -0.1, 0.1], [0.1, 0.0, 0.0], [0.0, 0.0, 0.1], [-0.1, 0.0, -0.2], [0.4, 0.1, 0.1], [0.0, 0.0, 0.0], [0.0, 0.0, -0.1], [0.0, 0.0, 0.0], [0.0, 0.0, 0.0], [-0.1, 0.0, 0.0], [-0.2, 0.0, -0.1], [0.1, -0.1, 0.2], [-0.1, 0.0, -0.2], [0.0, 0.1, -0.1], [-0.1, 0.2, -0.2], [0.1, 0.0, 0.0], [-0.3, 0.3, 0.2], [0.0, 0.0, 0.1], [0.0, -0.2, 0.0], [0.0, -0.1, 0.0], [0.0, 0.0, 0.0], [0.1, 0.0, 0.0], [0.1, -0.1, -0.1], [-0.1, 0.0, 0.0], [-0.1, 0.0, 0.2], [0.1, 0.0, 0.0], [0.1, 0.0, 0.1], [-0.1, 0.0, 0.0], [0.4, 0.0, -0.2], [0.0, 0.0, 0.0], [-0.1, -0.1, -0.1], [0.0, 0.0, 0.0], [0.0, 0.0, 0.0], [-0.1, 0.0, 0.0], [-0.2, 0.0, 0.1], [0.0, 0.3, 0.1], [-0.2, -0.4, -0.1], [0.0, 0.1, 0.0], [0.2, -0.1, 0.0], [-0.1, -0.1, 0.0], [0.5, 0.1, 0.0], [0.0, 0.0, 0.0], [-0.1, 0.1, 0.1], [0.0, 0.0, -0.1], [0.0, 0.0, 0.0], [-0.1, 0.0, 0.1], [-0.2, 0.0, 0.0], [0.1, 0.1, -0.1], [0.1, -0.2, 0.1], [0.0, 0.0, 0.0], [0.0, -0.1, -0.1], [0.1, -0.1, 0.0], [-0.4, 0.2, -0.1], [0.0, 0.0, 0.1], [0.0, 0.2, 0.0], [0.1, 0.1, 0.0], [0.0, 0.0, 0.0], [0.0, -0.1, 0.0], [0.2, 0.0, 0.0], [-0.1, -0.1, 0.0], [0.3, 0.0, 0.0], [-0.1, 0.1, 0.0], [0.0, 0.1, 0.0], [0.1, 0.0, 0.0], [-0.4, 0.4, 0.1], [0.0, 0.0, 0.0], [-0.1, -0.1, 0.0], [0.0, 0.0, -0.1], [0.0, 0.0, 0.0], [0.0, -0.1, 0.0], [0.2, -0.2, -0.1], [0.0, 0.0, 0.0], [-0.2, 0.0, 0.0], [0.0, 0.0, 0.1], [0.0, 0.1, 0.1], [0.0, 0.0, -0.1], [0.3, 0.0, 0.3], [0.0, 0.0, 0.0], [0.0, -0.1, 0.0], [-0.1, 0.0, 0.0], [0.0, 0.0, 0.0], [0.0, 0.0, -0.1], [-0.1, 0.0, -0.1], [0.0, -0.1, 0.1], [0.2, 0.0, -0.2], [-0.1, 0.0, 0.0], [0.0, 0.1, 0.0], [0.1, 0.0, 0.0], [-0.4, 0.2, 0.2], [0.0, 0.0, 0.0], [0.0, -0.1, 0.1], [0.0, 0.0, 0.0], [0.0, 0.0, 0.0], [0.1, 0.0, 0.0], [0.1, -0.1, -0.1]], "total_charge": 0, "e_tot_ha": -3201.404479, "gap_ev": 8.67, "smiles": "CCCOCOC(=O)OCCCCCN.O=C1CCCO1.O=C1CCCO1.O=C1CCCO1.O=C1CCCO1.O=C1CCCO1.O=C1CCCO1.O=C1CCCO1.O=C1CCCO1"}